29
Properties=species:S:1:pos:R:3:forces:R:3 method="wB97M-V/def2-TZVPD" multiplicity=1 homo_lumo_gap_ev=9.98 lumo_energy_ev=0.98 e_homo_ha=-0.33084 e_above_lowest_kcal_mol=13.0 smiles=CCc1ccccc1.CCC e_tot_ha=-429.91982
C 1.11293 -1.80288 -0.18204 0.4266 -0.6745 0.0426
C -0.14337 -1.50819 -0.67960 -0.4669 -0.1189 -0.2978
H -0.25846 1.42519 0.86419 0.5646 -0.2012 -0.4174
H -1.92728 -3.63089 1.23844 -0.0933 0.0631 0.1637
H -0.54630 -1.81975 -3.35845 0.1317 -0.1082 0.0545
C -1.24219 -2.25302 -0.22761 0.6342 0.8920 -0.0660
C 0.30748 3.37026 1.61454 -0.0202 -0.3990 -0.1490
H -0.85098 -0.18417 -3.83190 -0.2962 0.2808 0.1206
C -1.08277 -3.05584 0.88404 -0.5811 -0.6269 -0.2682
H 0.68478 -0.05124 -1.98195 0.3078 -0.2186 -0.0054
H -2.17297 -2.14399 -0.77637 -0.1176 -0.0717 0.4334
H 1.24313 1.46433 1.93378 -0.0212 -0.4380 -0.4815
H 1.37398 3.09838 -0.25835 0.0774 -0.1292 -0.1316
H -2.03310 -1.10926 -2.82123 -0.1528 0.2428 -0.2818
H 1.03357 4.78589 0.11408 0.0210 0.0228 0.0002
C 0.24302 1.84119 1.73546 -0.4733 0.2920 0.3687
H 1.07722 3.76367 2.27636 -0.0397 0.0054 0.1844
C 0.63869 3.77095 0.17079 -0.3193 0.4212 0.4772
H -0.40393 1.46673 2.52717 0.1181 0.3343 0.4943
C -0.29982 -0.43764 -1.71964 0.5041 0.4807 -0.7056
H 2.26643 -2.84884 1.29581 -0.0122 -0.0884 -0.0218
H 1.99213 -1.52103 -0.75118 -0.0051 0.6230 0.2930
C 1.27593 -2.66107 0.90197 -0.2781 0.1504 0.0477
C -0.98463 -0.88438 -3.01154 0.0179 -0.5319 0.3044
H 0.22896 -3.84890 2.36422 0.0947 -0.1573 0.0648
H -0.27570 3.75731 -0.41853 0.0382 -0.1871 -0.2707
H -0.64961 3.78707 1.93003 0.0537 0.2402 -0.0798
C 0.15347 -3.23962 1.47825 0.2866 0.2307 0.0061
H -0.76061 0.46974 -1.31076 -0.3998 -0.3285 0.1212


29
Properties=species:S:1:pos:R:3:forces:R:3 method="wB97M-V/def2-TZVPD" multiplicity=1 homo_lumo_gap_ev=9.97 lumo_energy_ev=1.02 e_homo_ha=-0.32877 e_above_lowest_kcal_mol=36.3 smiles=Cc1ccccc1.CC(C)C e_tot_ha=-429.88272
H 0.58343 1.46840 -1.81322 -0.4404 0.7446 0.6687
H 3.01621 -1.50162 -0.42219 0.6506 -0.0381 -0.4466
C -0.82625 -0.54762 -1.76718 0.3561 -0.1114 0.9857
C -2.72352 1.06006 -1.97930 -0.3074 -1.4209 -2.6436
H -2.52556 0.99462 -3.15748 -0.4565 0.0545 2.3990
C -0.44880 1.89349 -1.79385 1.5819 -0.1391 0.2339
H -0.52319 2.22868 -2.83473 -0.8243 -0.3275 -0.0090
H 1.56936 -2.75194 0.97226 -0.1668 -1.3036 0.2035
H -1.02264 -1.31475 -1.03142 0.2959 -0.3280 0.3254
C -1.40242 0.79047 -1.29824 0.0808 1.8049 1.0051
H -3.23559 2.00144 -1.85120 0.1437 0.3719 0.5446
C 0.84611 -1.07649 2.11038 -0.8954 -1.9414 -0.8188
H -1.50948 0.92688 -0.06774 0.3935 -0.7636 -3.2005
H 1.59307 2.10675 1.41688 -0.0311 2.0857 0.2140
H 0.12267 0.78194 2.90386 0.3084 -0.4954 -0.9792
C 2.49095 0.42545 0.50899 0.4609 -0.7927 -0.6358
H -1.19755 -0.96766 -2.68453 -0.6365 0.3667 -0.6265
H -1.05948 -1.84506 2.90356 -1.3527 0.4649 -0.7271
C 1.61317 1.07772 1.38188 0.7357 -2.7511 -1.3593
H -0.50941 2.79477 -1.18450 0.2120 -0.0053 0.0775
H 3.20768 0.98277 -0.09768 -0.3112 0.0721 0.1901
C 0.74191 0.29228 2.10762 -0.2611 0.9416 2.3743
H 0.13705 -3.04685 2.91478 0.4470 -0.5680 -1.1528
H 0.24549 -0.41303 -1.93372 -0.0375 -0.4542 0.3936
C 2.47701 -0.99312 0.34030 -0.8947 2.0685 0.8385
C -0.01499 -1.98456 2.94515 0.3899 0.0542 1.6040
C 1.62557 -1.71691 1.14182 0.3780 1.3643 0.0773
H -3.40066 0.23425 -1.74427 -0.3293 0.2016 -0.1074
H 0.12984 -1.90037 4.01377 0.5102 0.8448 0.5712


35
Properties=species:S:1:pos:R:3:forces:R:3 method="wB97M-V/def2-TZVPD" multiplicity=2 homo_lumo_gap_ev="6.10 / 6.09" lumo_energy_ev="-6.10 / -6.10" total_charge=+1 e_homo_ha="-0.44811 / -0.44801" s_squared=0.756 e_tot_ha=-902.30221
H -1.03078 1.53330 3.43030 -0.0293 0.1306 0.0544
H -1.65776 1.06545 -0.22589 -0.0140 0.0096 -0.1850
C -0.38201 -3.34929 1.43611 0.2472 0.1960 0.0113
H -1.75140 0.07494 1.79806 -0.0433 -0.1574 0.0692
H -1.03245 -1.02577 -2.07245 -0.1379 0.2217 0.1651
H 0.36022 -1.03214 -3.15886 -0.2116 -0.0127 -0.1509
C 0.03547 -0.82249 -2.12774 -0.1217 -0.1821 -0.0257
B -0.04933 2.81483 -2.09100 -0.6554 -1.3946 0.2905
C 0.75717 -1.81208 -1.20312 -0.0013 0.1186 -0.4278
H 1.63114 -2.23260 -1.70501 0.2699 0.0621 0.1798
H -0.50561 -4.42915 1.46746 0.0996 -0.1228 -0.0706
H 1.30083 0.89849 -2.36484 0.1879 -0.4195 -0.0674
C 0.48659 1.24650 -0.50567 -0.5484 0.4159 0.0466
O -1.98807 -2.28540 0.03318 -0.0877 -0.0098 -0.2087
H 2.44390 3.63727 2.50727 -0.0294 0.1897 -0.3594
H 1.12413 -1.36875 -0.28175 -0.2669 -0.0815 0.2699
H -0.99257 3.59746 -1.93479 0.3219 0.5143 -0.2051
H 0.67165 -3.09769 1.53658 0.1112 -0.1651 -0.0185
H -0.16114 -0.50471 1.42164 0.1668 0.0060 -0.1762
Ag 0.19810 -3.57940 -3.20276 -0.3850 -0.1247 0.0319
C -0.93525 -2.81216 0.16328 -0.7698 0.1971 0.2160
C -0.77886 1.31483 0.36481 -0.0613 -0.6478 0.0890
H -0.90277 2.34691 0.67883 0.0236 0.0953 0.0715
C 1.63513 2.95181 2.43483 0.2939 -0.1611 0.4531
H 0.63653 3.21109 -3.05600 -0.1091 0.5963 -0.0122
C 0.33376 0.64408 -1.90559 0.4395 0.1513 0.4419
O -0.10557 -2.96846 -0.97121 0.8985 -0.1457 -0.0807
C -0.73465 0.40647 1.59691 -0.3325 0.1953 0.2815
H 1.30223 0.83991 0.08711 0.3915 0.3192 -0.1388
O -0.60172 1.51580 -2.49150 0.4762 0.2692 -0.3409
C 0.82031 2.09316 2.61635 -0.1695 0.1648 0.0565
C -0.20602 1.08933 2.87920 0.3566 -0.2445 -0.4393
H 0.26373 0.34309 3.51927 -0.2214 -0.1062 0.1949
H -0.93278 -2.90900 2.25838 -0.1217 -0.0053 0.0684
O 0.74785 2.60437 -0.93137 0.0330 0.1278 -0.0843


Copy entry 2 word for word.
29
Properties=species:S:1:pos:R:3:forces:R:3 method="wB97M-V/def2-TZVPD" multiplicity=1 homo_lumo_gap_ev=9.97 lumo_energy_ev=1.02 e_homo_ha=-0.32877 e_above_lowest_kcal_mol=36.3 smiles=Cc1ccccc1.CC(C)C e_tot_ha=-429.88272
H 0.58343 1.46840 -1.81322 -0.4404 0.7446 0.6687
H 3.01621 -1.50162 -0.42219 0.6506 -0.0381 -0.4466
C -0.82625 -0.54762 -1.76718 0.3561 -0.1114 0.9857
C -2.72352 1.06006 -1.97930 -0.3074 -1.4209 -2.6436
H -2.52556 0.99462 -3.15748 -0.4565 0.0545 2.3990
C -0.44880 1.89349 -1.79385 1.5819 -0.1391 0.2339
H -0.52319 2.22868 -2.83473 -0.8243 -0.3275 -0.0090
H 1.56936 -2.75194 0.97226 -0.1668 -1.3036 0.2035
H -1.02264 -1.31475 -1.03142 0.2959 -0.3280 0.3254
C -1.40242 0.79047 -1.29824 0.0808 1.8049 1.0051
H -3.23559 2.00144 -1.85120 0.1437 0.3719 0.5446
C 0.84611 -1.07649 2.11038 -0.8954 -1.9414 -0.8188
H -1.50948 0.92688 -0.06774 0.3935 -0.7636 -3.2005
H 1.59307 2.10675 1.41688 -0.0311 2.0857 0.2140
H 0.12267 0.78194 2.90386 0.3084 -0.4954 -0.9792
C 2.49095 0.42545 0.50899 0.4609 -0.7927 -0.6358
H -1.19755 -0.96766 -2.68453 -0.6365 0.3667 -0.6265
H -1.05948 -1.84506 2.90356 -1.3527 0.4649 -0.7271
C 1.61317 1.07772 1.38188 0.7357 -2.7511 -1.3593
H -0.50941 2.79477 -1.18450 0.2120 -0.0053 0.0775
H 3.20768 0.98277 -0.09768 -0.3112 0.0721 0.1901
C 0.74191 0.29228 2.10762 -0.2611 0.9416 2.3743
H 0.13705 -3.04685 2.91478 0.4470 -0.5680 -1.1528
H 0.24549 -0.41303 -1.93372 -0.0375 -0.4542 0.3936
C 2.47701 -0.99312 0.34030 -0.8947 2.0685 0.8385
C -0.01499 -1.98456 2.94515 0.3899 0.0542 1.6040
C 1.62557 -1.71691 1.14182 0.3780 1.3643 0.0773
H -3.40066 0.23425 -1.74427 -0.3293 0.2016 -0.1074
H 0.12984 -1.90037 4.01377 0.5102 0.8448 0.5712